Arrangement one

A cluster of 2 separate species, C2H7OS in total, computed with wB97M-V/def2-TZVPD.

orbital gap (alpha / beta): 10.24 / 7.09 eV
LUMO energy (alpha / beta): 0.025 / -0.076 Ha
2S+1: 2
total charge: 0
HOMO energy (alpha / beta): -9.6 / -9.2 eV

CARTESIAN COORDINATES (ANGSTROEM)
1 O 4.0805 -2.2526 -0.0520
2 H 3.2040 -2.5153 -0.0407
3 C -2.1327 1.0377 0.2071
4 C -0.8275 0.5963 -0.4868
5 S 0.6443 0.8530 0.5677
6 H -3.1153 0.7886 -0.3677
7 H -2.2161 0.5081 1.2298
8 H -1.9837 2.1199 0.5498
9 H -0.5895 1.0321 -1.4781
10 H -0.7637 -0.4591 -0.8805
11 H 3.6995 -1.7086 0.7514

Atom charges from the Löwdin analysis, given in e for atoms 1 to 5:
1 O -0.07
2 H -0.04
3 C -0.22
4 C -0.71
5 S 0.57

=====

Arrangement two

A cluster of 2 separate species, C2H7OS in total, computed with wB97M-V/def2-TZVPD.

orbital gap (alpha / beta): 10.41 / 6.70 eV
LUMO energy (alpha / beta): 0.025 / -0.105 Ha
2S+1: 2
total charge: 0
HOMO energy (alpha / beta): -9.7 / -9.5 eV

CARTESIAN COORDINATES (ANGSTROEM)
1 C 0.0183 0.3960 -1.9077
2 S -1.2458 1.4036 -0.9086
3 H -0.2709 -0.3762 -2.6922
4 H 0.6150 1.0418 -2.5231
5 H 0.8273 -0.0429 -1.3635
6 H -1.3428 0.0284 0.5203
7 C 0.3526 -0.4542 1.7512
8 O -1.1029 -0.3953 1.5893
9 H 0.6593 -1.3808 1.4803
10 H 0.8359 0.3252 1.1645
11 H 0.6540 -0.5455 2.8895

Atom charges from the Löwdin analysis, given in e for atoms 1 to 5:
1 C -0.45
2 S 0.66
3 H 0.06
4 H 0.00
5 H 0.01

=====

Verdict on stability: arrangement two comes out at the bottom.

=====

Arrangement one

A cluster of 2 separate species, C3H11N2O2 in total, computed with wB97M-V/def2-TZVPD.

orbital gap: 11.23 eV
LUMO energy: -0.112 Ha
total charge: +1
HOMO energy: -14.3 eV

CARTESIAN COORDINATES (ANGSTROEM)
1 C 0.5276 -0.2585 -1.6633
2 C 1.2629 0.2646 -0.4648
3 C 0.7653 -0.5055 0.7576
4 N 1.6028 -0.5730 1.7997
5 O -0.3046 -1.0978 0.7083
6 N -0.9512 0.1260 -1.5761
7 H 0.5017 -1.3275 -1.6478
8 H 0.8365 0.0342 -2.6632
9 H 2.3233 0.0278 -0.5833
10 H 1.3037 1.3577 -0.3896
11 H 2.3702 0.0891 1.8446
12 H 1.3949 -1.0714 2.6443
13 H -1.3771 -0.7130 -1.1747
14 H -1.4333 0.2542 -2.4708
15 H -1.2206 0.8825 -0.9011
16 H -2.0526 1.6474 1.5424
17 H -2.7128 0.5490 0.7347
18 O -2.1857 1.3501 0.6333

Atom charges from the Löwdin analysis, given in e for atoms 1 to 5:
1 C -0.12
2 C -0.09
3 C -0.52
4 N 0.20
5 O 0.03

=====

Arrangement two

A cluster of 2 separate species, C3H11N2O2 in total, computed with wB97M-V/def2-TZVPD.

orbital gap: 9.76 eV
LUMO energy: -0.137 Ha
total charge: +1
HOMO energy: -13.5 eV

CARTESIAN COORDINATES (ANGSTROEM)
1 C -0.0731 -0.4767 -0.9362
2 C -0.3810 0.2747 0.3100
3 C -1.2741 -0.5528 1.1069
4 N -1.3400 -0.3092 2.4464
5 O -1.9523 -1.4416 0.5864
6 N 1.0132 -0.1279 -1.9035
7 H -1.0171 -0.6283 -1.5471
8 H 0.3504 -1.4893 -0.5398
9 H 0.6669 0.3269 0.8387
10 H -0.5032 1.4157 -0.0183
11 H -1.0510 0.5289 2.8240
12 H -1.6559 -1.1231 2.9853
13 H 1.9808 -0.3320 -1.7513
14 H 1.0989 0.9168 -1.9564
15 H 0.8368 -0.3415 -2.9385
16 H 2.7910 2.7891 -0.6839
17 H 3.4258 1.6293 -1.4027
18 O 2.6689 1.9286 -0.8981

Atom charges from the Löwdin analysis, given in e for atoms 1 to 5:
1 C -0.19
2 C -0.14
3 C -0.55
4 N 0.19
5 O 0.07

=====

Verdict on stability: arrangement two comes out at the bottom.

=====

Arrangement one

A cluster of 2 separate species, C2H4NOP in total, computed with wB97M-V/def2-TZVPD.

orbital gap (alpha / beta): 7.73 / 8.64 eV
LUMO energy (alpha / beta): -0.024 / -0.035 Ha
total charge: 0
HOMO energy (alpha / beta): -8.4 / -9.6 eV

CARTESIAN COORDINATES (ANGSTROEM)
1 C -0.3407 0.8228 -0.8505
2 C 0.1088 -0.0313 0.1976
3 N 0.5657 1.3800 -1.5611
4 O 1.8237 1.0371 -1.1560
5 P 1.9006 0.0165 0.1809
6 H -1.3692 1.0216 -1.0880
7 H -0.5160 -0.4305 0.9743
8 H -0.2710 -1.9915 -0.7065
9 H 1.9996 1.0681 1.1426

Atom charges from the Löwdin analysis, given in e for atoms 1 to 5:
1 C -0.29
2 C -0.37
3 N -0.01
4 O -0.44
5 P 0.88

=====

Arrangement two

The molecule C2H4NOP, computed with wB97M-V/def2-TZVPD.

orbital gap (alpha / beta): 6.69 / 7.38 eV
LUMO energy (alpha / beta): 0.012 / 0.027 Ha
total charge: 0
HOMO energy (alpha / beta): -6.4 / -6.6 eV

CARTESIAN COORDINATES (ANGSTROEM)
1 C 0.9392 0.3243 0.0856
2 C 2.2240 0.5801 -0.0558
3 N -0.3036 -0.1328 -0.0903
4 O -2.7698 -0.8056 -0.0699
5 P -1.8802 0.5399 0.1613
6 H 2.6126 0.9891 -0.9187
7 H 2.8690 0.5795 0.7286
8 H -0.2319 -1.0200 -0.5146
9 H -3.4593 -1.0545 0.6737

Atom charges from the Löwdin analysis, given in e for atoms 1 to 5:
1 C -0.14
2 C 0.01
3 N -0.28
4 O -0.52
5 P 0.70

=====

Arrangement three

The molecule C2H4NOP, computed with wB97M-V/def2-TZVPD.

orbital gap: 8.47 eV
LUMO energy: 0.007 Ha
total charge: 0
HOMO energy: -8.3 eV

CARTESIAN COORDINATES (ANGSTROEM)
1 C -0.1261 -0.8978 1.9423
2 C 0.8652 0.2208 -1.0484
3 N -0.8065 -0.7750 1.0286
4 O -1.1851 1.7513 0.0063
5 P -0.7166 0.5684 -0.6823
6 H 0.7068 -1.1613 2.6375
7 H 1.0622 -0.4890 -1.7745
8 H 1.5841 0.4291 -0.2932
9 H -1.3840 0.3534 -1.8165

Atom charges from the Löwdin analysis, given in e for atoms 1 to 5:
1 C 0.02
2 C -0.25
3 N 0.01
4 O -0.40
5 P 0.57

=====

Verdict on stability: arrangement one comes out at the bottom.

=====

Arrangement one

The molecule C5H12N4, computed with wB97M-V/def2-TZVPD.

orbital gap: 7.58 eV
LUMO energy: 0.035 Ha
total charge: 0
HOMO energy: -6.6 eV

CARTESIAN COORDINATES (ANGSTROEM)
1 C -2.2015 1.5409 0.6887
2 C -1.0049 1.0506 0.4007
3 C 0.3268 0.9925 0.3520
4 N 1.1772 2.0492 -0.0309
5 C 0.7522 -0.4613 0.2746
6 N 1.1880 -0.9683 1.5337
7 N 1.7518 -0.7098 -0.7134
8 N -0.6055 -0.9953 -0.1046
9 C -0.8886 -1.4703 -1.4545
10 H -2.2977 2.4269 1.3058
11 H -3.1115 1.1072 0.2913
12 H 1.4113 2.6218 0.7812
13 H 0.6793 2.6939 -0.6454
14 H 1.7112 -1.8345 1.5415
15 H 0.6623 -0.6748 2.3464
16 H 2.5672 -1.2621 -0.4904
17 H 1.9156 0.0978 -1.3087
18 H -1.1346 -1.4522 0.6321
19 H -1.9584 -1.3691 -1.6482
20 H -0.3550 -0.8695 -2.1915
21 H -0.5853 -2.5136 -1.5605

Atom charges from the Löwdin analysis, given in e for atoms 1 to 5:
1 C -0.02
2 C -0.07
3 C -0.31
4 N 0.06
5 C -0.59

=====

Arrangement two

The molecule C5H12N4, computed with wB97M-V/def2-TZVPD.

orbital gap: 8.44 eV
LUMO energy: 0.030 Ha
total charge: 0
HOMO energy: -7.6 eV

CARTESIAN COORDINATES (ANGSTROEM)
1 C 1.4908 -0.7412 0.8633
2 C 0.3171 0.1571 0.5601
3 N 0.5595 1.5030 0.9851
4 C -1.0488 -0.3922 0.6746
5 N -1.8539 -0.4161 1.7976
6 C -1.2980 -0.7184 -0.6211
7 C -0.1069 -0.1140 -1.2457
8 N 0.6533 -0.9797 -2.0585
9 N -0.2402 1.1802 -1.8623
10 H 1.6796 -0.7895 1.9415
11 H 1.3030 -1.7404 0.4798
12 H 2.3941 -0.3653 0.3763
13 H 1.0497 1.5774 1.8692
14 H -0.2800 2.0679 1.0021
15 H -1.4994 0.0170 2.6344
16 H -2.8487 -0.3282 1.6630
17 H -2.0434 -1.3553 -1.0744
18 H 1.5792 -1.2516 -1.7651
19 H 0.6910 -0.7276 -3.0367
20 H 0.5695 1.7607 -1.6568
21 H -1.0673 1.6561 -1.5262

Atom charges from the Löwdin analysis, given in e for atoms 1 to 5:
1 C -0.05
2 C -0.41
3 N 0.08
4 C -0.32
5 N 0.11

=====

Verdict on stability: arrangement one comes out at the bottom.

=====

Arrangement one

The molecule CH5NOP2, computed with wB97M-V/def2-TZVPD.

orbital gap: 9.44 eV
LUMO energy: 0.029 Ha
total charge: 0
HOMO energy: -8.6 eV

CARTESIAN COORDINATES (ANGSTROEM)
1 O -1.1949 1.4705 -0.9377
2 C -0.7597 0.4959 -1.4772
3 N -0.2816 -0.6616 -0.8274
4 P 0.0668 -1.1718 0.7523
5 P 0.7466 0.6452 1.7439
6 H -0.8328 0.4086 -2.5471
7 H 0.2633 -1.2962 -1.4175
8 H -1.2228 -0.9265 1.0744
9 H 1.7590 0.7787 0.7982
10 H 1.4562 0.2573 2.8380

Atom charges from the Löwdin analysis, given in e for atoms 1 to 5:
1 O 0.02
2 C -0.40
3 N -0.33
4 P 0.55
5 P 0.49

=====

Arrangement two

The molecule CH5NOP2, computed with wB97M-V/def2-TZVPD.

orbital gap: 9.25 eV
LUMO energy: -0.003 Ha
total charge: 0
HOMO energy: -9.3 eV

CARTESIAN COORDINATES (ANGSTROEM)
1 C 1.7658 -1.4842 0.7887
2 P -0.0143 -0.9153 1.0980
3 N -0.1205 0.2339 0.0569
4 O -1.3816 0.9916 0.0658
5 P -1.4276 1.8499 -1.3817
6 H 2.3453 -0.7110 1.2654
7 H 1.8616 -2.3989 1.3722
8 H 1.8132 -1.5368 -0.3910
9 H -2.3873 2.7377 -0.8830
10 H -2.4547 1.2332 -1.9914

Atom charges from the Löwdin analysis, given in e for atoms 1 to 5:
1 C -0.34
2 P 0.85
3 N -0.44
4 O -0.65
5 P 0.79

=====

Arrangement three

A structure of composition CH5NOP2, computed with wB97M-V/def2-TZVPD.

orbital gap (alpha / beta): 5.90 / 7.47 eV
LUMO energy (alpha / beta): -0.076 / -0.051 Ha
total charge: 0
HOMO energy (alpha / beta): -8.0 / -8.9 eV

CARTESIAN COORDINATES (ANGSTROEM)
1 C 0.4409 -0.7829 1.7066
2 N -0.4169 2.1457 1.4168
3 O -0.6240 -0.3600 -1.1772
4 P -0.1720 0.7949 0.7987
5 P -0.4946 -0.1665 -2.6657
6 H -0.0531 -1.6866 1.3474
7 H 1.4577 -0.8238 1.7661
8 H 0.0584 -0.4676 2.7250
9 H 0.8758 0.2769 -2.6552
10 H -1.0722 1.0699 -3.2625

Atom charges from the Löwdin analysis, given in e for atoms 1 to 5:
1 C -0.23
2 N -0.34
3 O -0.77
4 P 0.82
5 P 0.62

=====

Verdict on stability: arrangement three comes out at the bottom.

=====

Arrangement one

A cluster of 2 separate species, C4H8FN in total, computed with wB97M-V/def2-TZVPD.

orbital gap: 10.87 eV
LUMO energy: 0.039 Ha
total charge: 0
HOMO energy: -9.8 eV

CARTESIAN COORDINATES (ANGSTROEM)
1 C 0.8822 -0.1471 -1.8040
2 C 0.9433 -1.4357 -1.5581
3 F 1.8051 -2.1919 -2.0852
4 H 1.5651 0.3136 -2.4898
5 H 0.1833 0.6159 -1.4080
6 H 0.2430 -1.8513 -0.8262
7 C 0.6723 0.4868 1.0472
8 N -0.5552 0.7802 1.1511
9 C -0.8833 2.1985 0.8086
10 H 0.9460 -0.5163 1.2467
11 H 1.4758 1.0087 0.5195
12 H -0.2830 2.9047 1.3485
13 H -0.7462 2.2691 -0.2915
14 H -1.9636 2.3492 0.9585

Atom charges from the Löwdin analysis, given in e for atoms 1 to 5:
1 C 0.01
2 C -0.31
3 F 0.09
4 H 0.06
5 H 0.05

=====

Arrangement two

A structure of composition C4H8FN, computed with wB97M-V/def2-TZVPD.

orbital gap: 10.34 eV
LUMO energy: 0.035 Ha
total charge: 0
HOMO energy: -9.4 eV

CARTESIAN COORDINATES (ANGSTROEM)
1 C -0.6651 -0.7503 -0.1827
2 C -0.0584 0.5605 0.3578
3 C 1.4072 0.2781 0.0713
4 C 2.1210 -0.8237 -0.0070
5 H -2.2877 -0.2190 0.9845
6 H -2.7703 -1.6869 -0.0289
7 H -0.3900 -1.0330 -1.2692
8 H -0.0598 -1.4144 0.5380
9 H -0.2466 0.4644 1.5082
10 H 1.8276 1.3180 0.0061
11 H 3.2347 -0.8804 -0.4299
12 H 1.7014 -1.8363 0.1911
13 N -2.0851 -0.5672 -0.0796
14 F -0.3603 1.5190 -0.2644

Atom charges from the Löwdin analysis, given in e for atoms 1 to 5:
1 C -0.34
2 C -0.59
3 C -0.15
4 C -0.03
5 H 0.11

=====

Verdict on stability: arrangement two comes out at the bottom.